DFT (ωB97M-V/def2-TZVPD) results for a cluster of 2 separate species, C11H29N4O5 in total.

```
49
Properties=species:S:1:pos:R:3
N 3.00 0.56 0.42
C 3.42 1.22 -0.65
N 3.94 0.58 -1.69
N 3.38 2.57 -0.72
C 2.48 3.17 -1.78
O 1.84 4.28 -1.29
C 0.85 4.03 -0.28
O -0.43 4.28 -0.71
C -0.86 3.46 -1.80
C -1.10 2.03 -1.32
O -1.37 1.14 -2.38
H 2.37 1.04 1.05
H 2.81 -0.44 0.37
H 3.67 -0.36 -1.95
H 4.65 1.04 -2.23
H 3.27 3.02 0.19
H 3.09 3.48 -2.62
H 1.78 2.39 -2.09
H 0.95 2.98 0.02
H 1.04 4.68 0.56
H -0.09 3.45 -2.59
H -1.74 3.91 -2.22
H -1.95 1.98 -0.65
H -0.21 1.69 -0.78
H -0.75 1.28 -3.10
C -1.73 -1.63 3.98
O -1.94 -2.81 3.24
C -3.13 -2.83 2.47
C -2.81 -2.90 0.99
N -2.16 -1.68 0.54
C -1.64 -1.72 -0.82
C -0.49 -2.68 -1.10
O 0.72 -2.32 -0.42
C 0.87 -2.87 0.88
H -0.85 -1.78 4.59
H -1.57 -0.76 3.33
H -2.58 -1.41 4.63
H -3.74 -1.94 2.68
H -3.71 -3.71 2.75
H -3.73 -3.05 0.43
H -2.18 -3.79 0.84
H -1.41 -1.46 1.19
H -1.29 -0.73 -1.08
H -2.46 -1.95 -1.50
H -0.26 -2.62 -2.16
H -0.74 -3.72 -0.88
H 0.39 -3.85 0.95
H 0.46 -2.23 1.66
H 1.94 -3.00 1.06
```

DFT total energy (eV): -28066.92402
Gap between HOMO and LUMO (Ha): 0.2839
Net charge: +1

DFT (ωB97M-V/def2-TZVPD) results for a structure of composition C11H30ClI2N2P2RhS in a non-equilibrium geometry.

```
50
Properties=species:S:1:pos:R:3
I 0.24 1.71 0.76
I 0.39 -1.09 1.66
Rh 0.07 0.09 -1.52
P -2.18 -0.03 -1.18
C -2.88 0.15 0.48
C -2.94 1.27 -2.20
H -3.95 0.93 -2.47
H -3.86 -1.39 -2.14
H -2.35 1.41 -3.11
H -2.25 -1.79 -2.82
H -2.83 1.20 0.79
H -2.99 2.21 -1.64
C -2.81 -1.56 -1.91
H -3.93 -0.17 0.48
H -2.70 -2.37 -1.19
H -2.32 -0.46 1.21
P 2.36 -0.02 -1.54
C 3.36 0.09 -0.01
C 2.84 -1.55 -2.40
H 2.29 1.32 -3.50
H 3.96 1.16 -2.87
H 2.81 2.29 -2.09
C 2.91 1.33 -2.61
H 2.16 -1.70 -3.25
H 3.88 -1.45 -2.76
H 4.42 -0.02 -0.31
H 3.08 -0.70 0.69
H 2.77 -2.39 -1.71
H 3.21 1.06 0.48
Cl -0.11 -0.23 -3.75
C -1.20 2.29 5.36
N -0.79 1.02 5.96
C -1.81 0.35 6.77
C 0.23 0.32 5.42
S 1.16 0.90 4.13
N 0.47 -0.91 6.06
C 1.04 -0.74 7.42
C 1.10 -1.95 5.26
H -2.06 2.61 5.98
H -1.48 2.15 4.30
H -0.38 3.05 5.41
H -1.35 -0.53 7.22
H -2.16 1.08 7.51
H -2.66 0.03 6.16
H 1.48 -1.69 7.73
H 1.82 0.05 7.44
H 0.24 -0.47 8.13
H 0.44 -2.27 4.44
H 2.02 -1.57 4.78
H 1.32 -2.78 5.93
```

DFT total energy (eV): -76003.71652
Gap between HOMO and LUMO (spin up / spin down) (Ha): 0.2467 / 0.2054
Net charge: +2
Spin multiplicity: 5
Relative energy (zero: lowest compared OMol25 entry of this formula, charge and spin) (eV): 0.000

DFT (ωB97M-V/def2-TZVPD) results for a structure of composition C11H30Cr2K2O21P2 in a non-equilibrium geometry.

```
68
Properties=species:S:1:pos:R:3
K -1.84 -1.23 3.29
K 3.02 -2.40 -0.91
Cr -1.83 1.92 1.22
Cr -1.59 0.48 -1.81
P -0.29 -0.80 0.09
O 0.17 0.09 -1.04
O 0.66 -1.87 0.57
O -1.46 -1.20 -0.98
O -0.75 0.24 1.09
P -2.83 2.43 -1.00
O -2.28 2.19 -2.42
O -1.40 2.10 -0.67
O -2.88 1.09 -0.40
O -2.65 3.37 0.23
C -2.36 1.99 3.54
O -2.30 3.08 3.05
O -1.25 1.52 3.41
O -2.99 1.27 2.81
C -1.31 -4.45 0.01
C -0.81 -4.39 -1.47
O 0.48 -3.69 -1.48
O -2.33 -3.45 0.29
H -0.46 -4.35 0.69
H -1.72 -5.40 0.34
H -1.54 -3.79 -2.02
H -0.60 -5.38 -1.88
H 0.34 -2.98 -0.86
H -2.12 -2.57 -0.04
C 1.83 3.51 2.95
C 0.63 3.93 2.00
O 0.09 2.77 1.32
O 1.37 2.69 4.00
H 2.51 4.28 3.32
H 2.40 2.79 2.35
H 1.20 4.49 1.25
H -0.08 4.54 2.56
H 0.76 2.64 0.64
H 0.43 2.57 3.84
C 2.07 -0.87 3.33
C 1.93 -2.35 3.69
O 0.86 -2.98 2.89
O 2.61 -0.74 2.00
H 2.70 -0.28 3.99
H 1.19 -0.26 3.51
H 1.71 -2.47 4.75
H 2.93 -2.77 3.58
H 1.01 -2.75 1.97
H 1.85 -0.92 1.44
C -1.58 0.14 -4.51
C -2.53 -0.93 -4.05
O -3.11 -0.35 -2.89
O -0.55 0.46 -3.64
H -2.10 1.06 -4.79
H -1.12 -0.21 -5.44
H -2.09 -1.92 -3.97
H -3.36 -0.96 -4.75
H -3.68 -1.06 -2.57
H 0.25 0.53 -4.16
C 3.00 1.54 -1.28
C 2.62 1.05 -2.71
O 2.09 -0.29 -2.63
O 1.90 2.14 -0.58
H 3.84 2.22 -1.42
H 3.37 0.78 -0.59
H 3.47 1.16 -3.38
H 1.89 1.73 -3.14
H 1.40 -0.21 -1.97
H 1.19 1.49 -0.63
```

DFT total energy (eV): -162958.07564
Gap between HOMO and LUMO (spin up / spin down) (Ha): 0.1027 / 0.1383
Net charge: -1
Spin multiplicity: 8

DFT (ωB97M-V/def2-TZVPD) results for a structure of composition C11H30CrO17P in a non-equilibrium geometry.

```
60
Properties=species:S:1:pos:R:3
Cr -10.62 -26.23 -12.96
P -10.33 -28.45 -11.97
O -9.30 -27.34 -11.89
O -11.58 -27.55 -11.84
O -10.10 -29.87 -11.29
O -10.51 -28.24 -13.50
C -11.07 -23.92 -12.35
O -10.52 -24.14 -13.47
O -12.10 -24.61 -12.36
O -10.35 -24.65 -11.61
C -7.92 -26.65 -14.68
C -7.30 -25.55 -13.76
O -7.42 -24.25 -14.31
O -9.29 -26.31 -14.74
H -7.89 -27.67 -14.31
H -7.37 -26.77 -15.62
H -6.23 -25.58 -13.54
H -7.77 -25.42 -12.79
H -8.35 -24.00 -14.29
H -9.63 -26.63 -15.58
C -12.36 -25.98 -15.80
C -12.00 -26.92 -16.91
O -10.64 -27.07 -16.92
O -12.26 -26.56 -14.57
H -13.33 -25.50 -15.91
H -11.68 -25.13 -15.90
H -12.44 -26.69 -17.88
H -12.47 -27.87 -16.69
H -10.37 -27.69 -17.60
H -12.95 -27.21 -14.46
C -15.63 -24.02 -13.15
C -15.35 -23.62 -11.67
O -14.55 -24.60 -11.00
O -14.54 -24.03 -14.03
H -16.34 -23.34 -13.63
H -16.02 -25.04 -13.13
H -16.30 -23.34 -11.22
H -14.85 -22.66 -11.54
H -13.73 -24.67 -11.50
H -13.75 -24.07 -13.48
C -11.87 -21.97 -16.80
C -10.65 -21.68 -15.99
O -9.95 -22.90 -15.70
O -12.85 -20.95 -16.68
H -12.37 -22.85 -16.41
H -11.61 -22.13 -17.85
H -10.98 -21.15 -15.09
H -9.99 -20.96 -16.48
H -10.36 -23.35 -14.96
H -13.48 -21.17 -17.36
C -8.15 -22.25 -10.83
C -7.01 -21.25 -10.42
O -7.59 -20.11 -9.78
O -8.66 -22.90 -9.69
H -7.87 -23.00 -11.56
H -8.93 -21.66 -11.31
H -6.42 -21.01 -11.31
H -6.44 -21.85 -9.70
H -7.17 -19.30 -10.09
H -9.11 -23.66 -10.08
```

DFT total energy (eV): -84402.32580
Gap between HOMO and LUMO (spin up / spin down) (Ha): 0.0743 / 0.1057
Net charge: -3
Spin multiplicity: 5

DFT (ωB97M-V/def2-TZVPD) results for a structure of composition C11H30N2P2Pd in a non-equilibrium geometry.

```
46
Properties=species:S:1:pos:R:3
Pd 0.50 0.34 -0.66
H 1.61 0.79 0.12
H 1.60 -0.10 0.12
P 0.50 2.66 -1.09
P 0.39 -1.97 -1.07
C -0.90 -2.93 -0.17
H -0.91 -4.00 -0.46
H -0.72 -2.84 0.92
H -1.89 -2.48 -0.38
C 0.03 -2.39 -2.83
H 0.81 -1.94 -3.46
H 0.00 -3.48 -2.99
H -0.94 -1.94 -3.11
C 1.92 -2.97 -0.74
H 2.16 -2.91 0.33
H 1.78 -4.03 -1.03
H 2.75 -2.53 -1.31
C -0.02 3.08 -2.81
H 0.02 4.17 -2.98
H 0.65 2.56 -3.51
H -1.04 2.71 -2.97
C -0.63 3.71 -0.06
H -0.34 3.62 1.00
H -0.59 4.77 -0.37
H -1.66 3.33 -0.17
C 2.11 3.54 -0.94
H 2.85 3.04 -1.58
H 2.02 4.60 -1.23
H 2.46 3.48 0.11
H 1.57 0.32 -2.02
H -0.72 0.35 -1.78
C 0.09 -1.60 4.47
C -0.36 -1.08 3.14
C -1.65 -0.76 2.79
C -1.55 -0.29 1.49
N -0.26 -0.35 1.10
N 0.46 -0.82 2.11
C -2.69 0.23 0.67
H -0.18 -0.87 5.26
H -0.41 -2.57 4.68
H 1.19 -1.75 4.48
H -2.55 -0.84 3.40
H 1.50 -0.95 2.11
H -3.45 -0.58 0.54
H -3.16 1.09 1.20
H -2.35 0.56 -0.32
```

DFT total energy (eV): -36924.72852
Gap between HOMO and LUMO (spin up / spin down) (Ha): 0.1619 / 0.3107
Spin multiplicity: 3
Relative energy (zero: lowest compared OMol25 entry of this formula, charge and spin) (eV): 2.667

DFT (ωB97M-V/def2-TZVPD) results for a structure of composition C11H31Al2BBeBr3Cl2FLi2N2O11PS in a non-equilibrium geometry.

```
69
Properties=species:S:1:pos:R:3
C -5.99 -0.29 -0.60
C -5.20 0.60 -1.73
C -3.63 0.09 -2.00
O -2.68 0.56 -0.97
C -1.33 0.77 -1.52
Al 0.13 -0.34 -0.58
P -0.93 -2.00 0.73
N 0.04 -2.28 2.03
B 1.30 -1.19 -2.04
O 0.82 -1.05 -3.46
N 2.62 -1.91 -1.85
C 3.77 -0.93 -1.93
C 2.66 -2.76 -0.60
C 1.30 0.73 0.73
F 0.73 0.65 2.13
C 1.57 2.29 0.30
C 3.20 2.56 0.07
H -6.28 -1.34 -1.04
H -7.01 0.29 -0.37
H -5.37 -0.39 0.39
H -5.76 0.41 -2.76
H -5.19 1.75 -1.48
H -3.38 0.42 -3.09
H -3.67 -1.10 -1.96
H -1.24 0.53 -2.68
H -1.12 1.94 -1.43
H -2.19 -1.50 1.27
H -1.14 -3.22 -0.02
H 0.31 -3.30 2.07
H 1.06 -0.13 -3.81
H 4.64 -1.44 -2.55
H 3.38 -0.03 -2.62
H 4.10 -0.55 -0.87
H 2.06 -2.35 0.31
H 3.79 -2.88 -0.23
H 2.25 -3.84 -0.88
H 2.35 0.17 0.79
H 0.92 2.68 -0.59
H 1.28 2.95 1.26
H 3.88 1.71 0.50
H 3.46 2.70 -1.06
H 3.55 3.57 0.61
Be 1.26 -3.48 -2.70
C 6.17 6.90 2.70
S 5.03 6.04 1.60
O 5.46 4.60 1.53
C 5.58 6.84 0.08
H 6.03 6.52 3.72
H 7.20 6.71 2.39
H 5.96 7.97 2.68
H 6.65 6.66 -0.07
H 5.39 7.92 0.15
H 5.02 6.43 -0.76
Br -1.13 2.34 0.79
O -3.72 -5.07 1.89
Cl -3.43 -5.42 0.52
O -2.01 -5.69 0.37
O -3.80 -4.31 -0.35
O -4.19 -6.60 0.15
Al -4.68 2.19 0.15
Br 4.24 -4.20 -0.82
Br 0.93 -5.27 -0.82
Li -3.41 -1.82 -0.06
O -7.24 -2.94 4.05
Cl -7.06 -4.23 3.42
O -8.34 -4.72 2.95
O -6.52 -5.17 4.39
O -6.15 -4.11 2.30
Li 3.67 -0.61 1.33
```

DFT total energy (eV): -310065.94496
Gap between HOMO and LUMO (Ha): 0.0525
Net charge: +1

DFT (ωB97M-V/def2-TZVPD) results for a structure of composition C11H31BCl2HfO11S3 in a non-equilibrium geometry.

```
60
Properties=species:S:1:pos:R:3
Hf 0.85 0.77 -0.06
B 0.57 0.26 2.32
H 0.53 0.23 3.51
H -0.10 1.08 1.79
H 1.64 0.50 1.88
H 0.19 -0.73 1.80
Cl -0.21 3.18 -0.03
Cl 3.03 -0.72 -0.03
C 1.02 0.39 -4.32
C 0.87 0.82 -2.90
O 1.83 1.29 -2.23
O -0.13 0.38 -2.25
H 0.15 0.72 -4.90
H 1.08 -0.69 -4.44
H 1.90 0.83 -4.77
O -1.62 0.51 0.26
S -3.03 0.50 0.29
O -3.75 0.70 -0.92
O -3.38 -0.89 0.92
C -4.75 -1.35 0.80
C -5.34 -1.54 2.18
C -3.55 1.65 1.51
H -4.72 -2.31 0.27
H -5.35 -0.68 0.18
H -4.95 -2.42 2.68
H -6.43 -1.67 2.16
H -5.26 -0.61 2.74
H -4.59 1.44 1.73
H -3.38 2.63 1.06
H -2.96 1.47 2.41
O 4.48 2.88 -0.94
S 3.71 3.02 0.25
O 2.56 2.19 0.44
O 4.63 2.81 1.49
C 5.75 1.89 1.33
C 6.27 1.65 2.74
C 3.23 4.68 0.50
H 6.52 2.37 0.73
H 5.40 0.94 0.92
H 5.43 1.35 3.36
H 6.70 2.57 3.12
H 7.03 0.87 2.75
H 4.16 5.24 0.59
H 2.66 4.76 1.42
H 2.61 4.96 -0.35
O 0.30 -3.49 -1.67
S -0.44 -2.76 -0.69
O 0.01 -1.47 -0.29
O -1.93 -2.59 -1.15
C -2.16 -2.41 -2.58
C -2.42 -3.76 -3.24
C -0.70 -3.74 0.71
H -1.29 -1.95 -3.04
H -3.04 -1.79 -2.64
H -2.82 -3.54 -4.24
H -3.14 -4.39 -2.73
H -1.46 -4.26 -3.37
H -0.90 -4.76 0.40
H -1.51 -3.24 1.25
H 0.20 -3.74 1.32
```

DFT total energy (eV): -93969.49064
Gap between HOMO and LUMO (Ha): 0.3401
Relative energy (zero: lowest compared OMol25 entry of this formula, charge and spin) (eV): 0.190

DFT (ωB97M-V/def2-TZVPD) results for a cluster of 10 separate species, C11H31Cl2N9O18 in total in a non-equilibrium geometry.

```
71
Properties=species:S:1:pos:R:3
Cl 1.70 0.00 2.91
C 3.17 0.94 3.34
C 2.74 2.15 4.15
Cl 4.19 2.92 4.81
H 3.65 1.24 2.41
H 3.95 0.38 3.85
H 2.17 1.80 5.00
H 2.22 2.88 3.54
C -3.82 2.14 -0.18
N -5.19 1.98 0.41
O -5.45 0.93 0.93
O -5.98 2.89 0.27
H -3.37 3.00 0.29
H -4.05 2.36 -1.22
H -3.36 1.18 0.01
C -0.59 2.78 -4.37
N -1.32 1.88 -3.43
O -0.73 0.93 -2.95
O -2.49 2.13 -3.23
H -1.35 2.97 -5.13
H 0.20 2.23 -4.87
H -0.17 3.65 -3.88
C 4.08 -1.83 -0.37
N 4.16 -0.43 -0.85
O 3.97 0.45 -0.04
O 4.31 -0.26 -2.03
H 3.18 -2.31 -0.74
H 4.22 -1.84 0.71
H 4.92 -2.36 -0.81
C 2.31 2.69 -1.76
N 1.31 3.66 -1.24
O 1.51 4.83 -1.42
O 0.32 3.19 -0.74
H 1.90 1.72 -2.01
H 3.11 2.62 -1.04
H 2.72 3.08 -2.70
C -4.24 -2.95 -0.29
N -5.01 -2.13 -1.28
O -4.96 -0.93 -1.20
O -5.66 -2.76 -2.09
H -4.07 -3.93 -0.71
H -4.96 -3.11 0.52
H -3.41 -2.35 0.04
C 3.69 -3.62 3.49
N 2.48 -4.17 2.85
O 2.12 -3.67 1.79
O 1.97 -5.13 3.36
H 3.80 -2.55 3.39
H 4.52 -4.12 2.97
H 3.68 -3.97 4.52
C 0.53 -1.21 -0.28
N -0.66 -0.64 0.39
O -1.00 0.49 0.09
O -1.19 -1.31 1.24
H 1.17 -1.31 0.59
H 0.95 -0.47 -0.95
H 0.28 -2.19 -0.65
C -0.25 -2.94 -3.68
N -1.62 -2.90 -3.11
O -1.74 -2.45 -2.00
O -2.53 -3.23 -3.83
H 0.41 -3.41 -2.95
H 0.02 -1.89 -3.74
H -0.23 -3.39 -4.67
C -1.30 2.61 2.33
N -2.28 1.77 3.07
O -1.87 0.83 3.71
O -3.46 2.04 2.95
H -1.69 2.67 1.33
H -0.33 2.13 2.38
H -1.31 3.60 2.79
```

DFT total energy (eV): -87195.00712
Gap between HOMO and LUMO (Ha): 0.3324

Q: Among the records above, which one has the lowest DFT total energy?
A: C11H31Al2BBeBr3Cl2FLi2N2O11PS

Q: What is the formula in the seventh record?
A: C11H31BCl2HfO11S3

Q: Which of these has the lowest DFT total energy?
A: C11H31Al2BBeBr3Cl2FLi2N2O11PS

Q: Number 8 is which compound?
A: C11H31Cl2N9O18